1.
DFT (wB97M-V/def2-TZVPD) results for a 2-piece molecular cluster, C4H12NP overall at a distorted geometry.

Output
SMILES string	[H]/N=P\CCC.C
F_max	5.938	eV/Å
ΔE to the lowest compared entry with this formula, charge and spin	232.8	kJ/mol
E_LUMO	0.0	eV
HOMO level	-8.793	eV

Geometry as ORCA input:
```
! RIJCOSX wB97M-V def2-TZVPD def2/J DEFGRID3
* xyz 0 1
H -1.001 -0.038 1.387
N -0.968 0.800 0.801
P -0.112 1.634 -0.187
C 1.657 0.871 -0.510
C 2.002 -0.607 -0.241
C 3.568 -0.692 -0.031
H 2.384 1.482 0.140
H 1.966 0.970 -1.554
H 1.818 -1.161 -1.025
H 1.509 -1.039 0.645
H 3.958 0.053 0.692
H 3.947 -1.667 0.333
H 4.216 -0.447 -0.893
C -4.979 -0.064 0.087
H -4.153 0.493 -0.255
H -5.347 0.613 0.840
H -4.612 -1.085 0.479
H -5.853 -0.116 -0.709
*
```

Löwdin population analysis, charges in e, atoms 1 to 8: atom 1 (H): -0.0131, atom 2 (N): -0.3532, atom 3 (P): 0.7990, atom 4 (C): -0.4416, atom 5 (C): -0.3008, atom 6 (C): -0.1272, atom 7 (H): 0.0733, atom 8 (H): 0.0540

***

2.
DFT (wB97M-V/def2-TZVPD) results for a 2-piece molecular cluster, C4H12NP overall at a distorted geometry.

Output
F_max	3.476	eV/Å
ΔE to the lowest compared entry with this formula, charge and spin	518.5	kJ/mol
E_LUMO (alpha / beta)	-0.5 / 0.3	eV
HOMO level (alpha / beta)	-8.418 / -8.028	eV

Geometry as ORCA input:
```
! RIJCOSX wB97M-V def2-TZVPD def2/J DEFGRID3
* xyz 0 1
C 0.605 -1.879 -1.125
C 1.035 -0.858 1.134
C -0.292 2.632 -0.190
C 0.526 -0.606 -0.316
N -0.782 0.002 -0.433
P -2.065 -0.031 0.442
H 0.103 -2.617 -0.518
H 0.137 -1.779 -2.160
H 1.563 -2.244 -1.349
H 2.009 -1.374 0.982
H 0.354 -1.477 1.723
H 1.227 0.056 1.640
H 0.545 2.719 -0.858
H -1.246 2.983 -0.346
H -0.025 2.756 0.835
H 1.135 0.068 -0.889
H -2.696 0.937 -0.141
H -2.132 0.711 1.570
*
```

Löwdin population analysis, charges in e, atoms 1 to 8: atom 1 (C): -0.0931, atom 2 (C): -0.0662, atom 3 (C): 0.0686, atom 4 (C): -0.5444, atom 5 (N): -0.3096, atom 6 (P): 0.7273, atom 7 (H): 0.0707, atom 8 (H): 0.1045

***

3.
DFT (wB97M-V/def2-TZVPD) results for an isolated ion of composition C4H12NS and charge +2 at a distorted geometry.

Output
F_max	2.536	eV/Å
ΔE to the lowest compared entry with this formula, charge and spin	120.7	kJ/mol
E_LUMO (alpha / beta)	-7.8 / -13.1	eV
HOMO level (alpha / beta)	-20.156 / -20.144	eV

Geometry as ORCA input:
```
! RIJCOSX wB97M-V def2-TZVPD def2/J DEFGRID3
* xyz 2 2
C -1.057 -1.834 -0.471
C -0.564 -0.404 -0.304
C 0.729 -0.371 0.489
C 1.250 1.019 0.959
S -0.059 2.150 1.422
N -0.410 0.545 -1.552
H -0.376 -2.437 -1.075
H -2.028 -2.112 -0.865
H -1.263 -2.246 0.538
H -1.262 0.079 0.412
H 0.553 -1.102 1.379
H 1.617 -0.920 0.107
H 1.900 1.483 0.263
H 1.729 0.833 1.934
H 0.482 3.147 2.238
H -0.708 0.029 -2.407
H 0.549 0.868 -1.745
H -1.079 1.273 -1.321
*
```

Löwdin population analysis, charges in e, atoms 1 to 8: atom 1 (C): -0.0258, atom 2 (C): -0.3469, atom 3 (C): -0.2163, atom 4 (C): -0.4149, atom 5 (S): 1.1851, atom 6 (N): 0.2540, atom 7 (H): 0.1083, atom 8 (H): 0.1011

***

Q: Which formula does entry 1 have?
A: C4H12NP